Record 1
Below is a single C20H20N6O3S2 molecule, with properties calculated with ωB97M-V/def2-TZVPD.

total energy: -57818.056 eV
net charge: 0
molar mass: 456.55 g mol⁻¹
maximum force: 1.61 eV/Å
energy relative to the best compared isomer or geometry (same formula, charge and spin): 0.0 kJ/mol
frontier orbital gap: 8.2 eV
SMILES: COCCn1c(SCC(=O)Nc2nnc(C)s2)nnc1-c1cc2ccccc2cc1O

Last column: Löwdin charge in e.
Geometry (Å):
C -3.224 3.005 -0.045  0.042
H -1.924 -1.379 -1.499  0.134
H 3.776 -1.107 0.569  0.074
H -3.137 -4.790 0.725  0.091
N 1.433 0.043 0.637  0.054
O 2.593 -0.208 -2.238  0.066
H -1.758 -3.888 -1.102  0.135
C -4.392 0.869 -0.015  -0.160
H -0.145 2.546 0.469  0.068
C -5.602 0.145 -0.055  -0.036
C -6.831 2.190 -0.329  -0.086
C -2.723 -3.995 1.357  -0.097
H 8.483 2.694 1.880  0.079
H -5.703 3.997 -0.373  0.110
C -1.385 -3.149 -0.377  -0.211
O -0.904 3.123 0.231  0.061
H 4.305 1.430 -1.931  0.151
H 9.157 1.055 2.013  0.084
C -1.023 -1.863 -1.120  -0.110
N 4.443 0.635 -1.316  0.110
O -2.369 -2.872 0.589  -0.207
C 3.570 -1.471 -0.437  -0.378
S 6.553 2.118 -0.464  1.073
H -0.365 -2.124 -1.956  0.127
C 5.534 0.677 -0.502  -0.607
H 9.462 2.042 0.566  0.078
C 8.730 1.786 1.332  -0.086
H -5.562 -0.932 0.035  0.111
C -2.013 2.372 0.117  -0.258
C -0.675 0.297 0.218  -0.203
C -4.427 2.285 -0.127  -0.163
N 0.383 0.865 0.751  0.061
H -1.858 -4.390 1.901  0.093
C 7.518 1.215 0.712  -0.645
N 7.050 0.049 0.946  0.000
C 3.463 -0.328 -1.412  -0.528
H -3.478 -3.660 2.065  0.093
C 1.009 -1.025 0.018  -0.614
C -6.795 0.791 -0.210  -0.092
H -3.133 -0.842 0.247  0.098
C -3.148 0.229 0.121  0.035
N 5.949 -0.263 0.275  0.000
H -7.784 2.685 -0.452  0.100
H -7.720 0.233 -0.244  0.098
C -1.971 0.943 0.148  -0.064
N -0.319 -0.930 -0.285  0.027
H -3.238 4.083 -0.088  0.125
H -0.483 -3.564 0.101  0.102
C -5.677 2.921 -0.286  -0.037
S 2.000 -2.379 -0.428  1.007
H 4.355 -2.166 -0.734  0.093

Record 2
Below is a molecular structure, C20H20N6O4S2Sr, with properties calculated with ωB97M-V/def2-TZVPD.

total energy: -60704.832 eV
net charge: 0
molar mass: 560.17 g mol⁻¹
maximum force: 3.40 eV/Å
energy relative to the best compared isomer or geometry (same formula, charge and spin): 0.0 kJ/mol
frontier orbital gap: 7.5 eV

Last column: Löwdin charge in e.
Geometry (Å):
C 2.940 -0.613 -2.202  -0.044
C -0.210 4.580 4.116  0.021
O 2.049 -0.034 0.835  -0.511
O 0.859 6.534 2.438  0.038
H 0.404 -5.672 3.404  0.101
N -0.715 2.067 3.003  -0.008
H -1.090 3.808 5.861  0.094
H -1.482 1.525 4.912  0.137
O 2.695 2.036 -0.427  -0.294
C -1.862 -3.229 0.474  -0.122
C -1.027 2.350 4.273  -0.130
C 1.800 -1.367 -4.111  -0.276
S 1.745 0.954 -0.307  0.533
N -0.628 -4.035 2.115  -0.051
C 2.962 -1.314 -3.386  -0.034
C 0.598 -0.875 -3.694  -0.035
H -0.289 -1.077 -4.266  0.114
H 3.903 -0.424 -1.700  0.138
H 1.873 -3.068 -5.403  0.079
C 1.755 -0.053 -1.777  -0.262
H -2.020 -4.301 0.454  0.119
C -2.356 -2.256 -0.456  -0.286
N 0.561 -4.776 3.862  0.062
H -3.600 -2.053 -3.533  0.119
H 1.021 -4.809 4.723  0.062
C -3.186 -0.429 -2.243  -0.078
C -2.829 -2.718 -1.642  -0.009
C -2.727 -0.038 -0.974  -0.125
Sr -0.242 -0.432 1.799  1.277
C -0.886 3.600 4.846  -0.044
N 1.203 5.081 0.709  0.197
H -2.618 1.017 -0.727  0.120
H -0.386 0.026 -2.072  0.079
C 0.560 -0.293 -2.455  -0.043
H -3.530 0.326 -2.908  0.102
O 0.319 1.352 -0.058  -0.499
C 0.010 -3.675 3.260  -0.850
S 0.212 -2.099 4.021  0.392
C 0.180 4.283 2.804  -0.107
H 1.397 4.169 0.410  0.052
C -3.234 -1.734 -2.554  -0.069
H 0.063 5.583 4.573  0.149
H 2.816 -1.724 -5.972  0.081
H 1.041 -1.729 -6.071  0.062
C 0.780 5.384 1.995  -0.450
C 1.886 -1.996 -5.486  -0.038
N -2.366 -0.944 -0.061  0.061
N -1.084 -2.937 1.459  -0.137
C -0.153 3.030 2.322  -0.108
H 3.867 -1.763 -3.740  0.117
H -2.787 -3.743 -1.951  0.118
H 1.661 5.804 0.220  0.097
H 0.147 2.704 1.290  0.087

Record 3
Below is a gas-phase ion, C20H20NO2 (charge +1), with properties calculated with ωB97M-V/def2-TZVPD.

total energy: -26643.930 eV
net charge: +1
molar mass: 306.38 g mol⁻¹
maximum force: 0.93 eV/Å
energy relative to the best compared isomer or geometry (same formula, charge and spin): 0.0 kJ/mol
frontier orbital gap: 7.4 eV
SMILES: CCOc1ccc(C(=O)C[n+]2cccc3cc(C)ccc32)cc1

Last column: Löwdin charge in e.
Geometry (Å):
H -2.903 -3.073 -2.678  0.126
O 3.269 -0.279 4.761  -0.017
C -1.501 0.782 -4.741  0.035
C 3.144 0.705 5.781  -0.219
C -0.815 2.578 -3.331  0.006
H 1.105 0.263 6.381  0.069
C 1.306 0.496 3.546  0.003
H 0.292 3.231 -5.818  0.095
C 2.097 0.325 6.821  -0.055
C -1.029 2.066 -4.626  -0.248
H 3.433 -2.085 3.042  0.128
H -2.409 -1.737 -4.725  0.134
C 0.476 0.316 2.464  -0.013
C -0.752 2.921 -5.814  -0.031
H -1.359 3.825 -5.776  0.095
C -1.047 1.832 -2.206  0.019
H -0.352 0.997 2.341  0.113
C -1.515 0.511 -2.307  -0.095
H -0.461 3.593 -3.227  0.130
H -1.690 0.357 -5.714  0.130
H -2.090 -0.125 0.842  0.157
O -0.073 -1.989 -0.291  0.103
C -2.245 -1.332 -3.738  0.048
H 4.134 0.735 6.243  0.129
N -1.774 -0.285 -1.216  -0.004
H 1.923 -2.424 1.107  0.126
H -0.876 2.295 -1.248  0.110
C -0.161 -1.014 0.425  -0.305
H 1.109 1.314 4.221  0.111
C 0.682 -0.738 1.565  -0.168
C -2.254 -1.520 -1.366  -0.004
C 1.766 -1.608 1.796  0.010
C -1.296 0.020 0.104  -0.029
C -2.514 -2.070 -2.616  0.010
H -2.485 -2.074 -0.470  0.154
C 2.389 -0.368 3.767  -0.251
C -1.758 -0.015 -3.609  -0.116
H 2.086 1.069 7.611  0.083
C 2.600 -1.425 2.863  0.031
H 2.342 -0.641 7.255  0.085
H -0.913 1.032 0.175  0.111
H 2.935 1.687 5.344  0.120
H -0.965 2.394 -6.738  0.085

Record 4
Below is a molecular structure, C20H21AsN4O4SV, with properties calculated with ωB97M-V/def2-TZVPD.

total energy: -132593.420 eV
net charge: 0
spin multiplicity: 2
⟨S²⟩: 0.8207
molar mass: 539.35 g mol⁻¹
maximum force: 1.23 eV/Å
energy relative to the best compared isomer or geometry (same formula, charge and spin): 0.0 kJ/mol
frontier orbital gap (spin up / spin down): 5.3 / 6.0 eV

Last column: Löwdin charge in e.
Geometry (Å):
H -0.025 -3.128 0.962  0.017
C 2.010 -1.000 -5.018  -0.073
H 2.020 0.877 4.261  0.121
S 0.002 -1.688 -1.590  0.706
O -1.593 -0.465 0.919  -0.545
C 2.297 0.845 -3.549  -0.019
C -1.666 2.569 -0.669  -0.153
H 0.805 -2.589 -4.236  0.105
H 2.198 -1.489 -5.965  0.108
H 3.976 -0.691 3.989  0.099
O 1.403 0.836 -1.445  -0.224
H -0.449 -0.671 4.232  0.034
C 1.241 -1.614 -4.068  -0.087
C -1.166 2.767 0.757  -0.418
C -2.432 2.207 -3.248  -0.050
C -1.719 1.250 -2.553  -0.102
H 0.792 -2.474 2.400  0.027
V -0.016 0.316 -0.159  0.596
H 3.158 0.794 -5.476  0.106
C 2.550 0.267 -4.755  -0.063
O -0.113 2.077 3.391  0.066
C -0.142 -2.878 2.015  -0.185
H -0.438 -3.757 2.586  0.045
N 1.536 0.221 -2.620  -0.177
C -2.785 3.385 -2.607  -0.051
H -2.007 -1.474 4.607  0.042
H 4.280 -1.796 1.754  0.103
H -3.271 -2.950 1.060  0.044
H -2.639 4.449 -0.718  0.122
H -2.714 2.020 -4.276  0.106
H -3.999 -1.883 2.277  0.045
H -1.963 0.163 3.873  0.052
N -0.180 1.848 1.050  0.015
C 1.302 0.503 2.302  -0.208
H 2.666 1.811 -3.242  0.139
C -1.481 -0.812 3.920  -0.180
N 1.407 -0.172 1.112  -0.050
C -2.400 3.562 -1.289  0.009
H -3.183 -3.385 2.791  0.040
C 0.971 -1.006 -2.824  -0.653
C 2.507 -0.960 0.951  -0.134
C 2.187 0.315 3.352  -0.023
N -1.328 1.418 -1.283  0.011
As -1.538 -1.582 2.169  1.036
C -3.177 -2.566 2.074  -0.200
H -1.458 0.303 -3.006  0.092
C 0.256 1.577 2.345  -0.445
C 3.262 -0.535 3.191  -0.078
O -1.621 3.651 1.445  0.100
H 2.592 -1.457 -0.006  0.099
C 3.430 -1.154 1.945  -0.074
H -3.347 4.149 -3.128  0.108